Entry 1:
{"formula": "CH6N2S2", "method": "the ωB97M-V functional and the def2-TZVPD basis", "elements": ["C", "N", "N", "S", "S", "H", "H", "H", "H", "H", "H"], "coordinates": [[-0.072, -0.253, -0.604], [-0.799, 0.816, 1.346], [-0.200, -0.315, 0.795], [1.025, 1.088, -1.354], [0.622, -1.861, -1.197], [-1.265, -0.098, -1.204], [-1.697, 0.838, 0.987], [-0.294, 1.694, 1.005], [0.754, -0.511, 1.086], [2.100, 1.030, -0.578], [-0.174, -2.428, -0.283]], "lowdin_charge": [-1.08, -0.01, -0.26, 0.62, 0.65, 0.17, 0.04, 0.08, 0.10, -0.16, -0.14], "charge": 0, "mol_weight_g_mol": 110.21}

=====

Entry 2:
{"formula": "C50H91F7N3O12PS", "method": "the ωB97M-V functional and the def2-TZVPD basis", "elements": ["C", "C", "C", "C", "C", "C", "C", "C", "C", "C", "C", "C", "N", "C", "C", "C", "O", "C", "C", "C", "C", "C", "C", "P", "N", "O", "S", "C", "C", "C", "C", "C", "C", "F", "F", "C", "F", "F", "C", "F", "F", "F", "C", "N", "H", "H", "H", "H", "H", "H", "H", "H", "H", "H", "H", "H", "H", "H", "H", "H", "H", "H", "H", "H", "H", "H", "H", "H", "H", "H", "H", "H", "H", "H", "H", "H", "H", "H", "H", "H", "H", "H", "H", "H", "H", "C", "O", "C", "C", "O", "C", "H", "H", "H", "H", "H", "H", "H", "H", "H", "H", "C", "O", "C", "C", "O", "C", "H", "H", "H", "H", "H", "H", "H", "H", "H", "H", "C", "O", "C", "C", "O", "C", "H", "H", "H", "H", "H", "H", "H", "H", "H", "H", "C", "O", "C", "C", "O", "C", "H", "H", "H", "H", "H", "H", "H", "H", "H", "H", "C", "O", "C", "C", "O", "C", "H", "H", "H", "H", "H", "H", "H", "H", "H", "H"], "coordinates": [[-1.587, -6.092, 0.500], [-0.334, -5.958, -0.379], [-0.534, -5.155, -1.679], [-1.622, -5.708, -2.626], [-2.554, -4.591, -3.151], [-3.596, -4.124, -2.081], [-3.483, -2.626, -1.719], [-2.750, -2.371, -0.383], [-3.424, -1.312, 0.530], [-2.577, -0.031, 0.753], [-1.705, 0.375, -0.422], [-0.322, 0.384, -0.361], [0.343, 0.024, 0.839], [0.834, 1.151, 1.652], [-0.002, 2.438, 1.578], [0.468, 0.719, -1.443], [1.813, 0.670, -1.217], [2.556, -0.204, -2.091], [1.919, -1.560, -2.340], [2.886, -2.353, -3.276], [-0.099, 1.084, -2.645], [-1.469, 1.086, -2.692], [-2.288, 0.764, -1.632], [-4.133, 0.882, -1.830], [-4.467, 2.541, -2.146], [-4.589, 0.075, -3.200], [-2.196, 1.556, -4.264], [-0.997, 2.749, -4.830], [-1.444, 3.801, -5.575], [-0.525, 4.706, -6.054], [0.794, 4.513, -5.756], [1.240, 3.453, -5.006], [2.742, 3.383, -4.819], [3.293, 3.229, -6.065], [3.188, 2.340, -4.088], [3.380, 4.687, -4.219], [2.540, 5.319, -3.394], [3.680, 5.508, -5.259], [4.741, 4.436, -3.508], [4.564, 3.911, -2.296], [5.357, 5.625, -3.330], [5.551, 3.695, -4.259], [0.325, 2.531, -4.516], [0.746, 1.402, -3.758], [-1.441, -6.903, 1.223], [-1.741, -5.183, 1.086], [-2.473, -6.353, -0.078], [0.064, -6.951, -0.613], [0.432, -5.448, 0.217], [-0.691, -4.095, -1.456], [0.420, -5.217, -2.217], [-1.143, -6.129, -3.518], [-2.213, -6.518, -2.190], [-3.083, -4.925, -4.048], [-1.924, -3.745, -3.447], [-4.574, -4.339, -2.525], [-3.527, -4.779, -1.209], [-4.499, -2.230, -1.656], [-3.003, -2.118, -2.560], [-1.679, -2.196, -0.532], [-2.819, -3.325, 0.150], [-3.588, -1.774, 1.509], [-4.403, -1.065, 0.125], [-3.271, 0.801, 0.925], [-2.018, -0.162, 1.679], [-0.233, -0.562, 1.422], [1.869, 1.373, 1.368], [0.887, 0.866, 2.706], [-1.044, 2.235, 1.840], [0.101, 2.941, 0.615], [0.360, 3.143, 2.334], [2.789, 0.339, -3.005], [3.512, -0.384, -1.586], [1.797, -2.153, -1.432], [0.963, -1.515, -2.870], [3.530, -3.037, -2.722], [2.352, -2.871, -4.073], [3.538, -1.631, -3.784], [-3.676, 2.991, -2.609], [-4.588, 3.053, -1.279], [-4.896, 0.689, -3.882], [-2.498, 3.912, -5.804], [-0.808, 5.545, -6.675], [1.500, 5.230, -6.160], [0.855, 0.573, -4.340], [5.473, -2.085, 4.857], [4.419, -3.032, 4.890], [3.262, -2.554, 5.561], [2.207, -2.061, 4.591], [2.648, -0.922, 3.863], [3.124, -1.246, 2.565], [6.182, -2.400, 4.093], [5.113, -1.084, 4.610], [5.985, -2.060, 5.825], [3.525, -1.766, 6.274], [2.847, -3.395, 6.125], [1.325, -1.757, 5.162], [1.905, -2.861, 3.907], [2.275, -1.411, 1.894], [3.763, -2.132, 2.570], [3.702, -0.400, 2.195], [-1.648, -5.787, 7.690], [-2.393, -4.651, 8.104], [-1.574, -3.589, 8.563], [-1.372, -2.530, 7.498], [-0.650, -3.033, 6.383], [-1.489, -3.399, 5.300], [-2.301, -6.417, 7.088], [-0.781, -5.509, 7.086], [-1.315, -6.354, 8.565], [-0.609, -3.967, 8.915], [-2.088, -3.132, 9.415], [-0.778, -1.714, 7.924], [-2.333, -2.114, 7.178], [-1.804, -2.503, 4.752], [-2.371, -3.948, 5.633], [-0.912, -4.035, 4.629], [-8.146, 6.696, -3.610], [-7.137, 5.872, -3.051], [-6.719, 4.832, -3.924], [-5.427, 5.188, -4.636], [-5.587, 6.296, -5.510], [-5.147, 7.519, -4.944], [-8.191, 7.613, -3.025], [-7.931, 6.954, -4.649], [-9.117, 6.192, -3.554], [-7.505, 4.591, -4.646], [-6.543, 3.946, -3.308], [-5.121, 4.337, -5.253], [-4.625, 5.383, -3.915], [-4.054, 7.581, -4.990], [-5.472, 7.631, -3.908], [-5.569, 8.332, -5.533], [2.225, -9.065, 12.007], [2.936, -9.526, 10.869], [2.097, -10.124, 9.893], [1.774, -9.167, 8.763], [1.005, -8.059, 9.209], [1.794, -6.903, 9.438], [2.871, -8.374, 12.547], [1.308, -8.542, 11.728], [1.980, -9.906, 12.663], [1.178, -10.502, 10.351], [2.643, -10.978, 9.480], [1.171, -9.697, 8.019], [2.690, -8.826, 8.271], [2.029, -6.424, 8.481], [2.722, -7.137, 9.963], [1.214, -6.209, 10.045], [4.404, 8.078, -6.082], [3.561, 9.176, -5.762], [4.266, 10.277, -5.213], [4.540, 11.349, -6.250], [5.411, 10.889, -7.272], [4.729, 10.483, -8.446], [3.856, 7.420, -6.753], [5.320, 8.402, -6.581], [4.658, 7.531, -5.175], [5.200, 9.946, -4.748], [3.634, 10.706, -4.430], [5.037, 12.192, -5.760], [3.603, 11.716, -6.682], [4.434, 11.362, -9.029], [3.844, 9.885, -8.219], [5.415, 9.882, -9.041]], "lowdin_charge": [-0.11, -0.25, -0.21, -0.21, -0.20, -0.18, -0.20, -0.18, -0.19, -0.16, -0.18, -0.18, 0.02, -0.24, -0.07, -0.18, -0.02, -0.19, -0.21, -0.09, -0.19, -0.42, -0.29, 0.86, -0.17, -0.33, 1.06, -0.42, -0.09, -0.05, -0.02, -0.05, -0.36, 0.12, 0.12, -0.34, 0.18, 0.11, -0.54, 0.18, 0.16, 0.19, -0.18, 0.09, 0.07, 0.06, 0.05, 0.10, 0.10, 0.09, 0.10, 0.10, 0.10, 0.10, 0.10, 0.10, 0.08, 0.09, 0.09, 0.10, 0.08, 0.10, 0.06, 0.10, 0.10, 0.10, 0.10, 0.11, 0.07, 0.08, 0.07, 0.09, 0.14, 0.11, 0.10, 0.07, 0.07, 0.07, 0.00, 0.04, 0.03, 0.10, 0.12, 0.13, 0.15, -0.11, -0.19, -0.20, -0.20, -0.20, -0.11, 0.09, 0.08, 0.09, 0.13, 0.12, 0.11, 0.13, 0.07, 0.08, 0.09, -0.10, -0.19, -0.20, -0.20, -0.21, -0.11, 0.09, 0.08, 0.08, 0.12, 0.13, 0.13, 0.13, 0.09, 0.09, 0.09, -0.11, -0.19, -0.21, -0.21, -0.19, -0.11, 0.09, 0.08, 0.09, 0.13, 0.10, 0.12, 0.12, 0.09, 0.08, 0.09, -0.11, -0.19, -0.21, -0.20, -0.20, -0.11, 0.09, 0.08, 0.09, 0.13, 0.13, 0.13, 0.13, 0.09, 0.08, 0.08, -0.11, -0.19, -0.21, -0.21, -0.19, -0.11, 0.09, 0.09, 0.07, 0.13, 0.12, 0.12, 0.13, 0.09, 0.08, 0.09], "charge": 0, "mol_weight_g_mol": 1122.31}

=====

It is found that the orbital gap values, taken in the order of the records, are 10.117; 8.450 eV.
It is found that the HOMO level values, taken in the order of the records, are -9.382; -8.083 eV.